No. 1
The following is a DFT calculation (the ωB97M-V functional and the def2-TZVPD basis) of a 8-piece molecular cluster, C9H33N10O8 overall.

Values from the calculation:
LUMO = 0.097 Eh
strongest force on any atom = 1.22 eV/Å
DFT total energy = -41157.4320 eV
ΔE to the lowest compared entry with this formula, charge and spin = 0.0000 eV
HOMO-LUMO gap = 9.90 eV

The geometry in ORCA input format:
```
! wB97M-V def2-TZVPD RIJCOSX def2/J DEFGRID3
* xyz -1 1
O -27.061 27.735 -20.487
H -26.782 28.655 -20.414
C -27.122 30.760 -16.922
C -27.579 30.361 -18.316
O -28.077 29.038 -18.287
H -27.976 30.881 -16.256
H -26.560 31.697 -16.942
H -26.422 30.014 -16.544
H -26.705 30.393 -18.982
H -28.326 31.088 -18.654
H -27.835 28.554 -19.106
C -28.342 25.718 -24.836
C -28.395 26.301 -23.456
O -27.073 26.539 -22.962
H -27.893 24.720 -24.833
H -27.763 26.284 -25.565
H -29.361 25.619 -25.215
H -28.984 25.703 -22.749
H -28.937 27.259 -23.444
H -27.124 26.925 -22.065
C -28.396 24.891 -18.642
O -28.521 23.749 -18.247
N -28.397 25.963 -17.792
N -28.281 25.251 -19.970
H -28.287 26.923 -18.084
H -28.372 25.759 -16.812
H -28.260 24.523 -20.663
H -27.717 26.064 -20.193
C -27.640 31.104 -22.717
O -27.462 32.025 -23.496
N -26.999 29.901 -22.769
N -28.504 31.245 -21.656
H -27.084 29.242 -22.005
H -26.215 29.727 -23.374
H -28.917 32.158 -21.620
H -28.676 30.549 -20.954
C -30.970 27.505 -21.601
O -31.942 27.881 -22.253
N -29.827 28.248 -21.530
N -30.933 26.334 -20.909
H -28.911 27.951 -21.211
H -29.806 29.156 -21.960
H -30.065 26.077 -20.457
H -31.658 25.654 -21.031
C -24.156 27.839 -24.665
O -23.200 28.125 -25.368
N -25.441 27.752 -25.132
N -24.029 27.591 -23.324
H -26.161 27.534 -24.459
H -25.627 28.157 -26.028
H -24.760 27.208 -22.747
H -23.109 27.688 -22.939
C -23.917 27.497 -18.395
O -22.891 27.300 -17.758
N -23.943 27.921 -19.701
N -25.182 27.406 -17.887
H -23.132 27.941 -20.282
H -24.865 28.105 -20.067
H -25.371 27.025 -16.983
H -25.928 27.670 -18.515
*
```



No. 2
The following is a DFT calculation (the ωB97M-V functional and the def2-TZVPD basis) of C5H7BF4N9PtSTe as an isolated structure.

Values from the calculation:
LUMO (alpha / beta) = 0.158 / 0.153 Eh
⟨S²⟩ = 0.76
strongest force on any atom = 1.85 eV/Å
DFT total energy = -51636.9944 eV
ΔE to the lowest compared entry with this formula, charge and spin = 1.4946 eV
HOMO-LUMO gap (alpha / beta) = 5.85 / 6.92 eV

The geometry in ORCA input format:
```
! wB97M-V def2-TZVPD RIJCOSX def2/J DEFGRID3
* xyz -2 2
Pt -1.146 -0.163 0.700
N 0.169 2.702 2.604
C -0.129 1.526 3.264
N -0.021 1.422 4.575
N -0.433 0.158 4.836
N -0.767 -0.446 3.759
N -0.579 0.402 2.705
C 0.139 2.862 1.233
N 0.663 3.909 0.613
N 0.373 3.690 -0.686
N -0.278 2.586 -0.822
N -0.460 2.028 0.398
H 0.748 3.350 3.109
C -0.023 -2.291 -2.457
Te 0.164 -0.276 -1.827
C -1.522 0.324 -2.965
H -0.955 -2.706 -2.074
H 0.823 -2.837 -2.045
H -0.012 -2.330 -3.545
H -1.308 0.167 -4.022
H -1.678 1.382 -2.765
H -2.399 -0.251 -2.674
F 2.825 -1.303 -1.191
B 2.895 -2.366 -0.247
F 3.165 -3.562 -0.964
F 3.923 -2.116 0.668
F 1.657 -2.472 0.388
S -3.467 -2.162 -0.584
C -2.368 -1.227 0.017
*
```



No. 3
The following is a DFT calculation (the ωB97M-V functional and the def2-TZVPD basis) of a 2-piece molecular cluster, C28H33N4O overall.

Values from the calculation:
LUMO = -0.192 Eh
strongest force on any atom = 2.52 eV/Å
DFT total energy = -37569.6458 eV
ΔE to the lowest compared entry with this formula, charge and spin = 4.5701 eV
HOMO-LUMO gap = 4.67 eV

The geometry in ORCA input format:
```
! wB97M-V def2-TZVPD RIJCOSX def2/J DEFGRID3
* xyz 1 1
C -6.205 -3.045 -0.055
N -5.638 -2.482 1.162
C -6.180 -3.096 2.368
C -4.336 -1.958 1.157
C -4.125 -0.563 1.001
C -2.849 -0.053 0.975
C -1.694 -0.880 1.113
C -0.415 -0.282 0.959
C 0.870 -0.884 0.997
C 2.009 -0.059 1.246
C 3.291 -0.563 1.281
C 3.513 -1.956 1.135
N 4.817 -2.475 1.167
C 5.349 -3.050 2.396
C 5.383 -3.087 -0.028
C 2.398 -2.800 0.930
C 1.131 -2.268 0.766
C -1.941 -2.256 1.425
C -3.209 -2.795 1.334
H -5.836 -2.513 -0.938
H -5.956 -4.113 -0.155
H -7.297 -2.958 -0.016
H -5.805 -2.588 3.263
H -7.273 -3.016 2.348
H -5.920 -4.163 2.429
H -4.996 0.089 0.907
H -2.701 1.019 0.851
H -0.420 0.805 0.833
H 1.851 1.008 1.400
H 4.151 0.094 1.422
H 4.961 -2.522 3.272
H 5.092 -4.118 2.483
H 6.442 -2.970 2.384
H 5.025 -2.576 -0.929
H 6.475 -3.005 0.014
H 5.123 -4.153 -0.097
H 2.561 -3.879 0.888
H 0.327 -2.917 0.423
H -1.122 -2.894 1.754
H -3.370 -3.874 1.413
C 2.340 7.044 0.947
O 2.797 5.706 0.703
C 2.112 4.922 -0.166
C 2.593 3.587 -0.300
C 1.879 2.695 -1.080
C 0.849 3.186 -1.885
N 0.195 2.295 -2.712
C 0.152 0.944 -2.474
N -0.741 0.494 -3.388
C -1.239 -0.845 -3.428
C -1.138 1.517 -4.274
C -0.571 2.653 -3.837
C 0.408 4.509 -1.827
C 0.987 5.375 -0.904
H 3.062 7.455 1.657
H 2.337 7.646 0.026
H 1.334 7.052 1.391
H 3.495 3.282 0.225
H 2.110 1.626 -1.124
H -1.014 -1.357 -2.482
H -2.325 -0.823 -3.583
H -0.795 -1.418 -4.251
H -1.801 1.373 -5.098
H -0.660 3.671 -4.170
H -0.428 4.827 -2.457
H 0.583 6.381 -0.787
*
```



No. 4
The following is a DFT calculation (the ωB97M-V functional and the def2-TZVPD basis) of a 7-piece molecular cluster, C23H54NO19S4 overall.

Values from the calculation:
LUMO = -0.081 Eh
strongest force on any atom = 14.32 eV/Å
DFT total energy = -108436.6164 eV
ΔE to the lowest compared entry with this formula, charge and spin = 2.7750 eV
HOMO-LUMO gap = 10.18 eV

The geometry in ORCA input format:
```
! wB97M-V def2-TZVPD RIJCOSX def2/J DEFGRID3
* xyz 1 1
C 20.551 -50.390 14.334
N 19.363 -49.844 13.533
C 19.809 -49.784 12.160
C 18.249 -50.986 13.572
C 18.953 -48.548 14.136
C 17.648 -47.832 13.612
O 17.383 -46.853 14.647
H 21.346 -49.705 14.322
H 20.848 -51.175 13.916
H 20.202 -50.762 15.451
H 18.963 -49.210 11.543
H 20.306 -50.584 11.790
H 20.607 -48.948 12.268
H 17.425 -50.922 13.114
H 17.952 -51.189 14.520
H 18.518 -51.991 13.065
H 19.869 -47.859 14.131
H 18.539 -48.772 15.124
H 16.851 -48.536 13.440
H 17.903 -47.189 12.618
H 16.745 -46.338 14.142
O 19.386 -44.184 17.438
S 19.636 -43.727 16.113
O 19.953 -44.773 15.170
O 18.383 -43.007 15.601
C 17.172 -43.748 15.369
C 16.036 -42.806 15.501
C 20.745 -42.244 16.114
H 17.117 -44.524 16.319
H 17.191 -44.233 14.195
H 16.326 -41.893 14.834
H 15.748 -42.634 16.505
H 14.927 -43.078 15.194
H 20.305 -41.815 16.740
H 20.916 -41.558 15.425
H 21.857 -42.640 16.402
O 15.669 -49.817 8.638
S 15.728 -49.035 9.763
O 16.598 -49.292 10.873
O 16.292 -47.483 9.237
C 17.611 -47.540 8.748
C 17.774 -46.325 7.763
C 14.121 -48.576 10.471
H 17.704 -48.235 8.077
H 18.321 -47.477 9.580
H 18.879 -46.297 7.509
H 17.645 -45.302 8.542
H 17.031 -46.218 6.740
H 14.120 -48.628 11.506
H 13.601 -49.272 9.993
H 13.963 -47.647 9.819
O 18.500 -49.298 17.771
S 17.291 -49.270 18.588
O 17.518 -49.302 19.971
O 16.359 -47.886 18.207
C 16.846 -46.713 18.679
C 15.840 -45.620 18.512
C 16.221 -50.580 18.129
H 17.823 -46.271 18.285
H 16.899 -46.783 19.816
H 15.958 -44.361 18.838
H 15.101 -45.995 19.093
H 15.388 -45.571 17.360
H 16.727 -51.608 17.842
H 15.914 -50.387 17.106
H 15.381 -50.516 18.877
O 15.266 -45.497 13.436
S 14.459 -44.918 12.348
O 13.450 -45.818 11.751
O 13.679 -43.744 13.191
C 12.503 -44.016 13.997
C 11.901 -42.787 14.680
C 15.424 -44.495 11.089
H 12.680 -44.779 14.817
H 11.650 -44.244 13.523
H 11.391 -41.929 13.983
H 12.398 -42.305 15.521
H 10.947 -43.025 15.159
H 15.057 -43.813 10.390
H 15.835 -45.393 10.561
H 16.262 -43.950 11.722
C 21.061 -47.199 17.054
C 21.116 -47.668 18.647
O 21.966 -48.723 18.417
C 22.306 -48.945 17.202
O 22.924 -49.972 16.829
O 21.863 -48.081 16.423
H 21.398 -46.138 17.122
H 20.032 -47.317 16.524
H 20.243 -47.930 19.115
H 21.521 -46.898 19.276
C 19.209 -43.985 12.002
C 20.649 -43.546 11.584
O 20.483 -42.721 10.428
C 19.307 -42.964 9.941
O 18.809 -42.686 8.902
O 18.522 -43.633 10.816
H 18.789 -43.422 12.877
H 19.332 -44.906 12.075
H 21.357 -44.372 11.380
H 21.397 -43.059 12.409
*
```



No. 5
The following is a DFT calculation (the ωB97M-V functional and the def2-TZVPD basis) of C10H12N as an isolated structure.

Values from the calculation:
LUMO = -0.176 Eh
strongest force on any atom = 6.81 eV/Å
DFT total energy = -12042.6626 eV
ΔE to the lowest compared entry with this formula, charge and spin = 5.3869 eV
HOMO-LUMO gap = 7.88 eV

The geometry in ORCA input format:
```
! wB97M-V def2-TZVPD RIJCOSX def2/J DEFGRID3
* xyz 1 1
C 2.665 -0.386 1.106
C 2.417 -1.731 1.183
C 1.900 0.548 0.493
C 1.212 -2.276 0.545
C 0.794 0.039 -0.057
C 0.477 -1.326 -0.100
C -0.541 0.223 -0.525
C -0.968 3.034 -0.010
C -1.838 -1.968 -0.968
C -1.724 2.020 -0.718
N -0.798 -1.032 -0.639
H 3.467 -0.097 1.806
H 3.012 -2.555 1.549
H 2.094 1.671 0.544
H 0.941 -3.352 0.593
H -1.515 4.015 0.003
H -0.228 3.366 -0.757
H -0.616 2.777 1.000
H -1.342 -2.689 -1.680
H -2.781 -1.480 -1.322
H -2.176 -2.522 -0.106
H -1.854 1.917 -1.823
H -2.599 1.805 -0.116
*
```



No. 6
The following is a DFT calculation (the ωB97M-V functional and the def2-TZVPD basis) of a 5-piece molecular cluster, C7H16N4O11 overall.

Values from the calculation:
LUMO = -0.010 Eh
strongest force on any atom = 3.44 eV/Å
DFT total energy = -35989.8634 eV
HOMO-LUMO gap = 10.22 eV

The geometry in ORCA input format:
```
! wB97M-V def2-TZVPD RIJCOSX def2/J DEFGRID3
* xyz 0 1
C 2.169 -2.917 -2.534
N 1.263 -2.533 -3.632
O 0.910 -1.353 -3.808
O 0.993 -3.397 -4.482
H 1.686 -3.709 -1.977
H 2.307 -2.043 -1.910
H 3.056 -3.289 -3.034
C 3.748 1.258 -2.792
N 2.492 1.033 -2.006
O 2.550 0.263 -1.063
O 1.553 1.689 -2.312
H 4.495 0.588 -2.323
H 3.957 2.307 -2.674
H 3.563 0.920 -3.813
C 1.660 0.495 2.547
N 0.209 0.682 2.656
O -0.323 1.404 1.798
O -0.390 0.154 3.550
H 2.099 1.451 2.796
H 1.880 0.151 1.544
H 1.952 -0.254 3.280
C -0.914 -0.446 -1.130
N -0.650 -1.559 -0.184
O -1.259 -1.516 0.840
O 0.240 -2.360 -0.455
H -1.977 -0.494 -1.277
H -0.346 -0.516 -2.042
H -0.662 0.466 -0.618
O -2.977 3.555 3.827
C -3.240 2.564 3.239
O -3.594 1.444 3.815
C -3.745 0.424 2.810
C -3.845 1.253 1.520
O -3.409 2.472 1.911
H -2.858 -0.216 2.777
H -4.582 -0.174 3.150
H -4.850 1.382 1.227
H -3.158 0.821 0.777
*
```